Computed, not measured: C3H18O6 as an isolated structure in a non-equilibrium geometry, with ωB97M-V/def2-TZVPD.

Geometry as XYZ:
```
27
Properties=species:S:1:pos:R:3:forces:R:3
O -1.110 3.692 0.868 3.0469 7.0121 -2.5723
H -1.341 2.835 1.226 0.5664 5.9853 -2.5708
H -1.731 3.828 0.152 0.0177 0.3159 -0.1665
O -1.743 1.929 1.472 -6.0478 -4.0590 9.2054
H -2.510 1.663 1.979 -0.8495 -0.2573 0.2113
H -1.051 2.038 2.124 0.6944 -1.1066 1.3383
O -3.023 -0.278 -0.244 -8.5504 -1.8223 -3.3787
H -3.696 0.224 0.218 -0.8428 -0.1568 -0.2670
H -2.218 -0.106 0.245 -1.0326 -1.5447 -0.3020
O -1.264 0.231 0.495 9.7102 -2.7944 3.9180
H -0.560 0.287 -0.151 -2.5206 1.3573 0.0841
H -1.425 1.138 0.754 0.7920 -1.6633 -2.0390
O -0.374 1.141 -1.331 0.7393 2.1569 -2.6344
H -0.074 2.041 -1.457 -0.0674 0.5416 -0.0221
H 0.363 0.600 -1.614 0.1227 0.2926 -0.6105
C 2.685 -2.741 -0.896 0.6323 -0.9735 1.0426
C 2.138 -1.564 -0.146 -0.7802 2.0692 0.1628
C 0.769 -1.121 -0.693 0.2855 -0.9152 0.0426
O 2.140 -1.768 1.286 -0.0605 -0.9547 -0.6289
H 1.991 -3.565 -0.733 0.0888 -0.2161 -0.2737
H 3.635 -3.014 -0.435 0.0076 -0.1915 0.2621
H 2.961 -2.661 -1.947 -0.6632 0.6124 -0.0380
H 2.776 -0.688 -0.257 0.3829 0.0659 -0.4869
H -0.007 -1.886 -0.715 0.2922 -0.5180 -0.1960
H 0.931 -0.768 -1.711 0.2167 -0.6565 -0.3238
H 0.213 -0.337 -0.179 3.9275 -2.6171 0.3723
H 1.526 -1.149 1.688 -0.1080 0.0375 -0.1291
```
Forces are in eV/Å.

HOMO: -8.8 eV
Energy relative to the best compared isomer or geometry (same formula, charge and spin): 1125.88 kJ/mol
Total charge: 0
Multiplicity: 1
LUMO level: -0.34 eV

=====

Computed, not measured: a 7-piece molecular cluster, C3H19NO7S overall in a non-equilibrium geometry, with ωB97M-V/def2-TZVPD.

Geometry as XYZ:
```
31
Properties=species:S:1:pos:R:3:forces:R:3
C 1.758 -1.862 -0.022 -1.3525 1.5264 -1.7214
C 1.182 -1.986 1.365 2.3569 0.5559 0.8085
S 2.728 -2.018 2.455 -1.1895 -0.1217 -0.1463
N 0.670 -1.592 -1.016 0.9780 -0.6939 -0.6983
C 1.204 -1.003 -2.269 -0.6160 1.1150 2.7780
O 1.247 0.411 -2.193 1.3243 1.2579 -0.6111
H 2.364 -0.931 0.043 0.3901 -0.8272 -0.3554
H 2.258 -2.732 -0.479 0.3574 0.3390 1.0939
H 0.656 -2.882 1.558 -0.7295 -0.9271 0.2300
H 0.598 -1.106 1.693 0.2149 -0.4208 -0.3470
H -0.004 -0.999 -0.569 -0.5503 0.6007 -0.2210
H 0.581 -1.109 -3.141 -0.1838 -1.2454 -0.3347
H 2.233 -1.412 -2.328 -0.5206 0.3024 -0.6142
H -2.163 0.913 -1.105 -0.1251 -1.5193 -1.1152
H -2.017 -0.044 -2.476 0.3551 0.5069 0.1456
O -2.589 0.554 -1.989 -0.3174 0.7110 0.4945
H -0.503 3.337 1.259 -0.2002 -0.5361 0.0206
H -1.298 0.090 0.803 -0.3396 -0.3886 -0.1440
O -1.573 0.873 0.321 1.1596 -0.0654 0.5200
H -2.643 2.996 0.858 -0.3763 0.3588 0.2229
H -2.021 1.823 1.444 -0.7024 0.9760 0.2565
O -2.434 2.734 1.765 0.4466 -0.7201 -0.4612
H 1.396 2.712 2.484 0.0206 -0.3808 0.2010
H 0.907 1.508 3.209 -0.0440 -0.0536 0.1581
O 1.630 2.140 3.248 0.1239 0.2517 -0.1523
H -0.080 1.904 0.798 -0.5380 0.8345 -0.1000
H 0.802 0.934 -1.507 -0.2018 -1.0783 0.1124
O 0.266 2.812 0.993 0.7785 0.0034 -0.2387
H -0.965 -2.276 -1.910 -0.6622 -0.0290 0.5505
H -2.256 -1.450 -1.516 0.2105 -0.6541 -0.0866
O -1.933 -2.341 -1.778 -0.0671 0.3218 -0.2453
```
Forces are in eV/Å.

HOMO (alpha / beta): -6.3 / -6.3 eV
Energy relative to the best compared isomer or geometry (same formula, charge and spin): 69.80 kJ/mol
Total charge: -1
Multiplicity: 2
LUMO level (alpha / beta): 2.76 / 0.17 eV

=====

Computed, not measured: C3H19O7Y2 as an isolated structure in a non-equilibrium geometry, with ωB97M-V/def2-TZVPD.

Geometry as XYZ:
```
31
Properties=species:S:1:pos:R:3:forces:R:3
Y -0.833 3.123 1.232 0.2910 -1.8827 -0.9039
Y -2.639 0.131 -1.558 2.4998 -1.3345 0.5685
O -1.265 1.265 -0.090 0.2176 1.3890 0.5611
H -0.368 0.919 -0.280 -0.1791 -0.2359 0.0347
O -2.261 -1.391 0.287 -0.8343 0.4290 -0.9179
H -1.688 -1.315 1.064 0.0659 0.0210 -0.0106
H -2.532 -2.332 0.270 -0.0484 -0.1038 0.0459
O -3.145 2.661 1.472 0.7629 1.0866 0.0088
H -3.750 3.303 1.905 -0.1570 -0.0599 0.2170
H -3.721 1.932 1.204 -0.0497 -0.2030 0.3583
O -3.184 2.445 -1.834 -0.7030 -1.2023 0.8199
H -4.114 2.664 -1.625 -0.2001 0.4042 -0.7220
H -2.686 3.206 -1.519 0.1064 0.3088 -0.6156
O -0.409 -0.787 -1.886 -1.2134 0.9072 -0.6384
H -0.028 -1.155 -2.707 -0.0230 0.0219 -0.1017
H 0.195 -1.091 -1.160 -0.2490 -0.8986 0.7151
O 1.193 2.770 -0.062 -1.1210 1.3453 1.0374
H 1.562 2.364 -0.870 0.0320 -0.1745 -0.0165
H 1.765 3.551 0.093 0.6032 -0.2092 -0.1942
C 2.444 -0.509 0.361 0.0183 -0.5221 0.7133
C 2.126 -1.974 0.004 1.8131 -0.3926 0.2700
C 2.863 -3.015 0.819 0.7627 0.2720 0.6247
O 0.737 -2.233 0.195 -1.4854 1.3135 -0.8898
H 1.778 0.118 -0.255 0.0532 0.3327 -0.1360
H 3.487 -0.216 0.232 -0.0229 -0.1503 -0.5297
H 2.281 -0.300 1.425 -0.3607 -0.1240 0.0382
H 2.417 -2.092 -1.044 -0.6874 -0.2679 -0.1729
H 2.532 -4.047 0.709 -0.3816 0.1756 -0.4841
H 2.731 -2.772 1.879 0.2458 -0.0221 0.0793
H 3.929 -3.035 0.589 0.0099 0.2054 0.1445
H 0.587 -2.185 1.149 0.2343 -0.4288 0.0967
```
Forces are in eV/Å.

HOMO: -24.3 eV
Total charge: +5
Multiplicity: 1
LUMO level: -20.34 eV

=====

Computed, not measured: C3H21AsF6O7 as an isolated structure in a non-equilibrium geometry, with ωB97M-V/def2-TZVPD.

Geometry as XYZ:
```
38
Properties=species:S:1:pos:R:3:forces:R:3
O -0.022 -0.080 -0.425 -1.0528 -1.1572 0.7918
H 0.761 0.408 -0.158 1.6981 1.6959 0.0964
H -0.627 0.539 -0.840 -0.8468 1.2726 -0.6233
H 0.187 -0.677 -1.147 0.3855 -0.8485 -1.6997
As 0.362 2.907 -3.703 1.3924 2.4013 -2.3250
F -1.324 3.485 -4.151 2.2636 -1.3968 1.2941
F 0.672 4.349 -2.707 -0.5674 -1.6454 -0.4299
F 2.111 2.374 -3.444 -2.2722 0.4214 0.3179
F 0.187 1.414 -4.673 -0.3066 0.8539 0.6907
F 0.932 3.831 -5.143 -0.6530 -1.3598 1.6211
F -0.155 1.968 -2.244 0.0311 0.4977 -0.6312
O -0.931 1.751 2.335 1.5767 -0.1188 0.7114
H -1.399 1.661 3.166 -0.2943 0.2002 0.7130
H -1.548 1.430 1.677 -1.3278 -0.2662 -1.4335
O -0.144 -0.757 -3.159 -0.1115 -0.9373 1.2058
H -0.446 -1.492 -3.692 -0.0562 -0.2559 -0.0457
H -0.013 -0.044 -3.784 0.2373 0.9790 -0.4289
O -2.764 -1.834 0.435 -0.1219 0.0762 0.0734
H -1.916 -1.852 0.878 0.3179 -0.0868 -0.2011
H -2.969 -2.755 0.272 -0.4122 -0.2624 -0.1788
O 1.813 1.817 0.073 -0.3495 -0.8580 0.5687
H 2.337 1.770 0.873 0.1962 0.1311 0.2635
H 2.236 2.497 -0.452 -0.0617 0.2656 -0.7634
O -2.730 0.866 0.613 0.5137 0.3176 0.2003
H -2.988 -0.031 0.826 -0.3299 -0.6684 -0.1700
H -3.439 1.195 0.061 -0.1756 0.4303 -0.2250
C 1.585 -2.637 1.279 -1.0670 -1.0556 -0.4607
C 0.627 -2.385 2.419 1.1472 0.7181 -1.4447
C 1.256 -1.374 3.356 0.2082 0.0859 2.1147
O -0.559 -1.703 1.989 0.6981 -0.1428 -0.0783
H 2.030 -1.731 0.869 -0.2260 -0.0943 -0.1428
H 0.980 -3.231 0.594 0.1924 0.4117 -0.9122
H 2.379 -3.350 1.502 0.0603 0.2961 0.6500
H 0.259 -3.331 2.818 0.1827 -0.1128 0.8552
H 2.240 -1.751 3.636 0.1755 0.1191 -0.2509
H 0.732 -1.290 4.308 -0.2598 0.0455 0.0408
H 1.288 -0.378 2.915 0.1831 -0.2511 -0.2445
H -1.001 -1.576 2.831 -0.9677 0.2988 0.4809
```
Forces are in eV/Å.

HOMO (alpha / beta): -13.8 / -13.8 eV
Total charge: +1
Multiplicity: 2
LUMO level (alpha / beta): -4.08 / -11.26 eV

=====

Computed, not measured: a 7-piece molecular cluster, C3H21NO7 overall in a non-equilibrium geometry, with ωB97M-V/def2-TZVPD.

Geometry as XYZ:
```
32
Properties=species:S:1:pos:R:3:forces:R:3
N 1.012 0.546 2.768 0.4515 1.0579 -0.3902
C 0.191 1.084 1.657 0.5909 -0.5787 -1.2424
C -1.068 0.303 1.255 0.5473 -0.2222 1.5570
C -1.365 0.605 -0.213 -0.5944 1.8226 0.2764
O -1.718 -0.564 -0.924 -0.7701 0.1801 -0.5701
H 0.511 0.497 3.647 0.0327 0.3665 0.0463
H 1.827 1.209 2.851 -1.1745 -1.1582 0.3051
H -0.068 2.141 1.707 0.2371 0.1210 0.3247
H 0.859 0.930 0.775 -0.3391 0.4720 0.5091
H -1.918 0.481 1.934 0.0480 0.7185 -0.3751
H -0.892 -0.743 1.535 0.2510 -0.1437 -1.1213
H -0.533 1.120 -0.758 -0.2572 -0.8741 0.6511
H -2.166 1.433 -0.218 0.6218 -1.4110 -0.2590
H -2.679 -0.550 -1.009 0.1732 -0.2873 -0.0382
O -1.266 2.973 3.682 -1.3137 -1.4540 0.9253
H -0.982 3.868 3.696 0.3175 1.2505 0.1070
H -1.955 2.892 4.387 0.9438 0.2295 -0.9452
O -0.524 -0.509 -3.968 -0.4756 0.5927 0.3935
H -0.264 -1.411 -3.683 0.0626 -0.2628 -0.2030
H -1.111 -0.233 -3.240 0.1389 -0.1460 -0.3338
O 2.222 -1.948 -1.451 0.4741 -1.1425 -1.2834
H 1.916 -1.886 -0.555 -0.4268 0.5572 1.0543
H 1.991 -1.174 -1.957 0.0047 0.9498 0.2661
O 0.213 -2.892 -3.109 -0.0845 -0.1685 -0.6199
H -0.509 -3.221 -2.592 -0.8316 -0.4103 0.2774
H 0.846 -2.645 -2.429 1.0458 0.0784 0.5180
O 1.261 0.896 -2.517 -0.2855 0.8109 -1.0718
H 0.712 0.442 -3.226 0.3778 0.2977 0.6284
H 1.377 1.808 -2.875 0.0329 -1.0984 0.4930
O 1.359 -1.812 1.203 0.1308 -1.7351 0.7168
H 1.283 -1.058 1.804 0.1206 0.6396 0.3986
H 1.440 -2.581 1.821 -0.0499 0.9477 -0.9947
```
Forces are in eV/Å.

HOMO: -9.9 eV
Energy relative to the best compared isomer or geometry (same formula, charge and spin): 75.80 kJ/mol
Total charge: 0
Multiplicity: 1
LUMO level: 0.28 eV

=====

Computed, not measured: a 9-piece molecular cluster, C3H22O9 overall in a non-equilibrium geometry, with ωB97M-V/def2-TZVPD.

Geometry as XYZ:
```
34
Properties=species:S:1:pos:R:3:forces:R:3
C -0.094 1.754 2.619 -0.1157 -0.3339 -0.4775
C 0.300 0.511 2.371 0.2826 -0.3470 -1.0073
C -0.443 -0.771 2.582 -2.3818 0.1849 0.1776
O -0.689 -1.621 1.454 1.6093 0.5722 -0.5505
H 0.471 2.638 2.369 0.5470 -0.0660 0.0701
H -1.075 1.992 2.964 -0.6070 -0.1806 0.4952
H 1.243 0.304 1.877 0.3879 0.4038 0.0947
H 0.077 -1.382 3.308 -0.0808 0.0343 0.5889
H -1.506 -0.545 2.839 0.9408 -0.0533 0.7704
H 0.165 -1.818 0.997 -0.6438 -0.2055 -0.0238
O -0.664 0.515 -1.594 0.5882 0.5001 -0.0381
H -0.510 0.160 -2.479 -0.1642 0.0357 -0.0488
H -0.714 -0.303 -1.100 -0.2843 0.0509 0.3377
O -2.363 2.516 -2.238 -0.0548 -0.5812 -0.0345
H -1.553 2.184 -1.834 0.2090 0.4306 0.1676
H -2.743 1.637 -2.389 -0.4543 0.4017 -0.1882
O 2.489 -0.413 -1.472 0.3491 0.7539 0.1915
H 2.733 0.049 -0.634 -0.1938 -0.2881 -0.2969
H 2.581 0.337 -2.074 0.0071 -0.3632 -0.2428
O 2.932 1.517 0.422 0.7077 -0.6424 -1.5236
H 3.320 1.256 1.249 -0.6183 0.5186 0.6782
H 2.082 2.002 0.305 0.4345 0.1922 1.2370
O -2.722 -2.275 -0.173 0.2394 0.1724 0.7338
H -2.980 -3.145 0.147 -0.0829 -0.0519 -0.2574
H -2.034 -1.999 0.481 -0.3654 0.0118 -0.0283
O 0.834 -2.334 -0.629 0.1482 -0.8732 0.7438
H 1.720 -2.563 -0.922 0.1307 0.3079 0.0155
H 0.583 -1.565 -1.143 0.4266 0.1104 -0.3794
O -1.174 -1.935 -2.277 -0.6224 0.6801 -0.0630
H -0.612 -2.695 -2.435 -0.2960 -0.2766 0.5321
H -1.702 -1.999 -1.417 0.4333 -1.0138 -1.3907
O 0.842 2.954 -0.261 0.4896 0.5571 0.5813
H 0.171 2.452 0.215 -0.2427 -0.2981 -0.6713
H 1.035 2.586 -1.125 -0.7226 -0.3441 -0.1933
```
Forces are in eV/Å.

HOMO: -10.7 eV
Energy relative to the best compared isomer or geometry (same formula, charge and spin): 201.68 kJ/mol
Total charge: 0
Multiplicity: 1
LUMO level: 0.30 eV